(1)
{"formula": "C3H9IN", "method": "wB97M-V/def2-TZVPD", "charge": 1, "total_energy_ev": -12838.2467, "orbital_gap_ev": 8.4, "e_lumo_ev": -4.129, "e_homo_ev": -12.5215, "smiles": "[NH3+]CCCI", "relative_energy_kj_mol": 251.5, "species": ["N", "C", "C", "C", "I", "H", "H", "H", "H", "H", "H", "H", "H", "H"], "coordinates": [[1.672, 0.849, -0.401], [0.955, -0.420, -0.664], [-0.787, -0.095, -0.309], [-2.095, -0.670, 0.600], [-2.482, -2.699, 0.278], [1.517, 1.650, -0.936], [2.786, 0.647, -0.567], [1.402, 1.129, 0.572], [1.097, -0.822, -1.618], [1.354, -1.175, 0.171], [-1.321, 0.049, -1.276], [-0.688, 0.830, 0.097], [-2.833, 0.032, 0.326], [-1.755, -0.462, 1.600]], "atomic_forces_ev_per_a": [[3.53, -1.91, 1.46], [-3.59, -1.99, 4.58], [-0.33, -2.17, -2.36], [4.56, -0.17, -0.54], [-0.22, 0.01, 0.01], [-1.00, 1.46, -1.78], [-3.19, 0.76, 1.18], [1.05, -0.28, -0.72], [0.26, -0.23, -1.43], [-0.81, 1.62, -2.04], [1.09, -0.12, 0.26], [0.24, 3.12, 1.21], [-1.11, 0.32, -0.45], [-0.47, -0.44, 0.61]]}

(2)
{"formula": "C2H6NO3", "method": "wB97M-V/def2-TZVPD", "charge": -1, "total_energy_ev": -9804.8658, "orbital_gap_ev": 7.2, "e_lumo_ev": 3.178, "e_homo_ev": -3.9954, "relative_energy_kj_mol": 128.8, "species": ["C", "N", "C", "O", "O", "H", "H", "H", "H", "H", "H", "O"], "coordinates": [[-0.838, -0.803, -0.549], [-0.194, -0.632, 0.778], [1.301, -0.851, 0.650], [2.033, -0.023, 1.364], [1.687, -1.844, -0.016], [-0.305, -0.345, -1.463], [-0.842, -1.880, -0.820], [-1.922, -0.510, -0.646], [-0.374, 0.346, 0.982], [-3.005, 2.349, -1.697], [-2.771, 3.263, -0.677], [-2.745, 3.258, -1.563]], "atomic_forces_ev_per_a": [[-0.02, -1.13, -1.60], [0.21, 0.51, -2.02], [1.89, 0.91, 2.04], [-2.34, -1.95, -2.00], [-0.99, 1.36, 0.53], [-0.46, -0.18, 1.44], [0.09, 0.47, 0.31], [0.93, 0.10, 0.72], [0.66, -0.07, 0.59], [-0.01, -0.52, -0.78], [0.15, 0.73, 5.29], [-0.11, -0.23, -4.51]]}

(3)
{"formula": "C3H11NS", "method": "wB97M-V/def2-TZVPD", "charge": 0, "total_energy_ev": -15613.1070, "orbital_gap_ev": 8.4, "e_lumo_ev": 0.768, "e_homo_ev": -7.6000, "smiles": "CCN.CS", "relative_energy_kj_mol": 158.6, "species": ["C", "C", "N", "H", "H", "H", "H", "H", "H", "H", "C", "S", "H", "H", "H", "H"], "coordinates": [[-2.128, -0.251, -0.991], [-0.904, -0.300, -1.899], [0.120, -1.194, -1.342], [-2.823, 0.509, -1.355], [-2.616, -1.219, -0.853], [-1.799, 0.057, 0.005], [-1.125, -0.570, -2.933], [-0.483, 0.717, -1.879], [0.971, -1.240, -1.885], [-0.205, -2.126, -1.115], [1.035, 1.309, 2.359], [1.084, 0.241, 0.912], [1.510, 2.267, 2.125], [0.021, 1.519, 2.700], [1.580, 0.861, 3.174], [0.370, -0.544, -0.082]], "atomic_forces_ev_per_a": [[0.28, 0.01, 0.20], [-0.01, 0.27, 0.08], [-0.11, 0.23, 0.71], [-0.08, -0.31, 0.01], [-0.12, 0.05, -0.34], [-0.02, 0.08, -0.07], [-0.21, 0.06, 0.02], [0.11, -0.33, -0.19], [0.01, 0.01, -0.02], [-0.11, -0.01, -0.23], [-1.14, 0.69, 0.23], [2.58, 0.09, -0.17], [-0.10, -0.26, -0.15], [0.00, 0.01, 0.06], [0.15, -0.33, 0.15], [-1.21, -0.24, -0.28]]}

(4)
{"formula": "C4H12", "method": "wB97M-V/def2-TZVPD", "charge": 0, "total_energy_ev": -4342.2613, "orbital_gap_ev": 12.8, "e_lumo_ev": 1.126, "e_homo_ev": -11.6730, "smiles": "CC.CC", "relative_energy_kj_mol": 25.8, "species": ["C", "C", "H", "H", "H", "H", "H", "H", "C", "C", "H", "H", "H", "H", "H", "H"], "coordinates": [[0.005, 1.931, -1.351], [0.029, 0.728, -2.313], [-0.116, 2.813, -1.960], [-0.715, 1.875, -0.542], [1.018, 2.127, -0.978], [-0.201, 1.039, -3.331], [-0.683, -0.049, -2.004], [0.972, 0.172, -2.295], [-0.024, -2.006, 1.509], [-0.035, -0.647, 2.214], [-0.722, -2.688, 1.981], [-0.312, -1.882, 0.464], [0.953, -2.473, 1.478], [0.160, -0.739, 3.285], [0.694, -0.015, 1.717], [-1.020, -0.188, 2.127]], "atomic_forces_ev_per_a": [[1.32, -0.01, -0.76], [-0.25, -0.72, 0.67], [-0.76, 0.51, 0.02], [-0.01, 0.04, -0.02], [-0.25, -0.38, 0.51], [0.05, -0.20, -0.01], [-0.19, 0.32, -0.22], [0.10, 0.42, -0.17], [-0.25, 0.27, -0.15], [-0.14, -0.50, -0.18], [-0.10, -0.22, 0.00], [-0.15, -0.03, 0.02], [0.25, -0.03, 0.27], [0.28, 0.07, -0.14], [0.11, 0.36, 0.28], [0.01, 0.08, -0.10]]}

(5)
{"formula": "C5O5S4SbTc", "method": "wB97M-V/def2-TZVPD", "charge": 2, "total_energy_ev": -67477.2113, "orbital_gap_ev": 5.8, "e_lumo_ev": -10.170, "e_homo_ev": -15.9663, "relative_energy_kj_mol": 0.8, "species": ["Tc", "O", "C", "C", "O", "C", "C", "O", "C", "O", "O", "S", "Sb", "S", "S", "S"], "coordinates": [[0.074, 0.124, 1.152], [-0.122, -6.777, -1.380], [-0.086, -5.745, -0.957], [-1.634, -3.499, 0.014], [-2.526, -4.124, -0.224], [-0.677, -2.493, 0.338], [0.694, -2.511, 0.289], [1.312, -1.428, 0.661], [1.596, -3.542, -0.108], [2.449, -4.203, -0.391], [-1.237, -1.392, 0.750], [2.117, 4.094, 3.020], [0.033, 3.552, 2.905], [0.149, 0.783, 3.145], [0.050, 1.617, -0.205], [-2.095, 3.893, 2.830]], "atomic_forces_ev_per_a": [[0.04, -0.02, 0.04], [0.00, -0.03, -0.01], [0.00, -0.01, 0.00], [-0.06, 0.00, -0.20], [0.05, -0.02, 0.11], [-0.18, 0.10, 0.14], [0.20, 0.10, 0.12], [0.02, -0.03, -0.08], [0.07, -0.07, -0.12], [-0.08, 0.03, 0.07], [-0.04, -0.05, -0.07], [-0.11, -0.04, -0.03], [0.03, 0.02, 0.05], [-0.02, 0.02, -0.01], [-0.01, -0.02, -0.01], [0.07, 0.00, 0.00]]}

(6)
{"formula": "C4H5NO", "method": "wB97M-V/def2-TZVPD", "charge": 0, "total_energy_ev": -7760.0573, "orbital_gap_ev": [8.9, 8.6], "e_lumo_ev": [-0.283, -0.603], "e_homo_ev": [-9.2180, -9.1593], "relative_energy_kj_mol": 624.2, "species": ["C", "C", "C", "C", "N", "O", "H", "H", "H", "H", "H"], "coordinates": [[-0.763, 1.476, 0.178], [-2.003, 1.078, 0.175], [-0.028, 0.270, -0.432], [-0.491, -1.007, 0.317], [-1.855, -1.328, 0.006], [-2.437, -0.116, -0.264], [-0.434, 2.470, 0.517], [-0.244, 0.048, -1.414], [1.041, 0.473, -0.309], [0.145, -1.988, -0.061], [-0.284, -0.914, 1.356]], "atomic_forces_ev_per_a": [[0.16, -0.26, -0.83], [-1.38, -0.77, 0.50], [1.79, 0.53, 2.87], [2.45, -2.30, -1.94], [0.63, 1.05, 0.51], [-1.76, 0.60, -0.42], [0.16, -0.95, -0.21], [-0.43, 0.28, -2.47], [-0.05, -0.58, -0.11], [-1.51, 2.42, 0.89], [-0.07, -0.02, 1.21]]}

(7)
{"formula": "C3H4N4O", "method": "wB97M-V/def2-TZVPD", "charge": 0, "total_energy_ev": -11177.2139, "orbital_gap_ev": 9.1, "e_lumo_ev": -0.134, "e_homo_ev": -9.2636, "relative_energy_kj_mol": 651.8, "species": ["C", "C", "C", "H", "H", "H", "H", "N", "N", "N", "N", "O"], "coordinates": [[-2.322, -0.283, -0.027], [0.975, 1.363, -0.076], [1.183, -0.640, 0.207], [-2.090, 0.972, -0.040], [-3.402, -0.357, -0.543], [1.232, 2.362, 0.015], [2.747, -1.505, -0.197], [-1.323, -1.116, -0.092], [-0.253, -0.419, 0.522], [1.921, 0.445, -0.169], [1.610, -1.888, 0.086], [-0.279, 1.066, 0.314]], "atomic_forces_ev_per_a": [[-1.57, 3.11, -3.69], [1.53, -1.86, 1.15], [-0.84, -6.94, -1.70], [-0.96, -3.94, 0.92], [2.66, -1.19, 1.46], [0.02, 2.09, -0.63], [-3.84, -2.36, 0.90], [-1.07, 2.89, 1.46], [2.66, 1.16, -0.24], [-3.55, 2.92, 0.77], [3.53, 4.73, -0.12], [1.44, -0.62, -0.28]]}

(8)
{"formula": "HgI", "method": "wB97M-V/def2-TZVPD", "charge": 0, "total_energy_ev": -12275.3757, "orbital_gap_ev": [9.3, 6.5], "spin_multiplicity": 2, "e_lumo_ev": [0.296, -2.958], "e_homo_ev": [-9.0152, -9.4658], "relative_energy_kj_mol": 6.2, "species": ["Hg", "I"], "coordinates": [[-0.339, -0.804, -1.220], [0.339, 0.804, 1.220]], "atomic_forces_ev_per_a": [[0.14, 0.33, 0.50], [-0.14, -0.33, -0.50]]}

(9)
{"formula": "C2H3F4HoNO5S2", "method": "wB97M-V/def2-TZVPD", "charge": 1, "total_energy_ev": -72174.5645, "orbital_gap_ev": [7.8, 6.5], "spin_multiplicity": 5, "e_lumo_ev": [-6.523, -7.356], "e_homo_ev": [-14.3482, -13.8427], "species": ["N", "S", "O", "O", "S", "O", "O", "C", "F", "F", "F", "Ho", "F", "C", "O", "H", "H", "H"], "coordinates": [[1.423, 1.562, 0.168], [-0.084, 1.912, -0.574], [-0.375, 3.339, -0.189], [0.096, 1.722, -2.043], [1.595, 0.208, 0.900], [0.265, -0.406, 1.308], [2.670, 0.266, 1.882], [2.194, -1.165, -0.223], [1.337, -1.346, -1.215], [3.371, -0.842, -0.728], [2.310, -2.295, 0.455], [-1.829, 0.196, 0.851], [-3.573, -1.300, 0.393], [-2.443, -2.749, -1.065], [-2.764, -1.385, -0.875], [-3.355, -3.318, -1.268], [-1.815, -2.701, -1.968], [-1.851, -3.134, -0.228]], "atomic_forces_ev_per_a": [[-1.77, 0.06, -0.51], [3.33, 3.87, -2.48], [-0.35, -2.98, 0.10], [-0.96, -0.65, 2.33], [2.25, -1.20, 1.80], [0.33, 0.48, -0.05], [-2.27, 0.02, -1.41], [0.73, 0.37, -0.03], [-0.69, -0.03, -0.45], [-0.16, 0.16, 0.11], [-0.21, 0.09, 0.23], [0.00, 0.27, 0.49], [0.16, -0.49, -0.85], [-0.10, -0.56, 0.06], [-0.29, 0.47, 0.69], [0.25, 0.05, 0.06], [-0.10, 0.11, 0.06], [-0.13, -0.02, -0.17]]}

(10)
{"formula": "C3H3ClN2OS", "method": "wB97M-V/def2-TZVPD", "charge": 0, "total_energy_ev": -31541.5432, "orbital_gap_ev": 8.8, "e_lumo_ev": 0.334, "e_homo_ev": -8.4864, "relative_energy_kj_mol": 288.6, "species": ["C", "C", "C", "H", "H", "H", "N", "N", "O", "S", "Cl"], "coordinates": [[-0.620, -0.009, 1.039], [-0.727, 1.319, 0.948], [0.544, 0.686, -0.834], [0.198, -1.701, -1.676], [1.311, -2.154, 0.055], [-1.075, -0.871, 1.512], [0.231, -1.712, -0.479], [0.226, -0.395, -0.046], [0.108, 1.796, -0.153], [1.176, 0.636, -2.461], [-1.372, 2.407, 2.094]], "atomic_forces_ev_per_a": [[0.69, -0.61, -2.06], [1.43, 0.23, -0.22], [0.19, -0.37, -1.01], [0.92, 0.12, 4.32], [-4.10, 1.38, -3.05], [-0.10, 0.76, 0.55], [3.68, -1.78, -0.95], [-0.74, 1.41, -0.67], [-1.25, -1.21, 1.01], [-0.96, 0.14, 2.86], [0.25, -0.07, -0.79]]}

(11)
{"formula": "C2H5Br", "method": "wB97M-V/def2-TZVPD", "charge": 0, "total_energy_ev": -72196.9006, "orbital_gap_ev": 9.8, "e_lumo_ev": -0.103, "e_homo_ev": -9.8581, "smiles": "CCBr", "relative_energy_kj_mol": 21.4, "species": ["C", "C", "Br", "H", "H", "H", "H", "H"], "coordinates": [[-0.522, 0.645, 0.220], [0.411, -0.498, 0.120], [0.880, -1.222, -2.068], [-0.153, 1.524, -0.301], [-1.521, 0.401, -0.129], [-0.582, 0.886, 1.287], [0.049, -1.447, 0.487], [1.438, -0.289, 0.385]], "atomic_forces_ev_per_a": [[-0.12, 0.08, -0.33], [0.80, -1.01, -2.02], [-0.68, 0.96, 2.33], [0.00, 0.04, -0.03], [-0.02, 0.00, -0.03], [-0.04, 0.04, 0.04], [0.04, -0.04, 0.01], [0.02, -0.07, 0.03]]}

(12)
{"formula": "C4H6N3", "method": "wB97M-V/def2-TZVPD", "charge": 1, "total_energy_ev": -8705.4279, "orbital_gap_ev": 8.2, "e_lumo_ev": -4.944, "e_homo_ev": -13.1486, "smiles": "C=N/C=C\\[N+]#CN", "relative_energy_kj_mol": 296.8, "species": ["C", "N", "C", "C", "N", "C", "N", "H", "H", "H", "H", "H", "H"], "coordinates": [[-0.772, -1.571, 0.025], [-1.508, -0.616, -0.339], [-1.852, 0.601, 0.035], [-0.908, 1.597, 0.041], [0.360, 1.124, -0.034], [1.347, 0.511, 0.184], [2.337, -0.287, -0.177], [-0.494, -2.170, -0.816], [-0.309, -1.659, 1.040], [-2.881, 0.631, 0.455], [-1.123, 2.607, 0.163], [2.848, -0.010, -0.993], [2.954, -0.759, 0.418]], "atomic_forces_ev_per_a": [[0.02, 1.07, 0.08], [0.41, -0.59, 0.01], [-0.74, -0.59, 1.39], [-0.36, -1.49, -0.12], [2.03, -0.16, 1.13], [-1.25, 0.06, -1.32], [-0.68, 1.27, -0.79], [0.16, -1.32, 0.14], [-0.59, -0.11, -0.82], [0.61, 0.79, -0.84], [-0.02, 1.45, 0.22], [-0.07, 0.18, -0.84], [0.47, -0.56, 1.77]]}